Entry 1:
Here is a cluster of 2 separate species, CH3N4O in total from the Open Molecules 2025 dataset. Energies are from the ωB97M-V functional and the def2-TZVPD basis.

The HOMO energy is -2.2 eV. Its total energy is -9089.610 eV. As for the spin multiplicity: 1. As for the total charge: -1. The frontier orbital gap is 5.04 eV. For the energy above the lowest of the compared OMol25 structures with the same formula, charge and spin, the calculation gives 3.135 eV. The LUMO energy is 2.80 eV.

Cartesian coordinates (Å):
C (0.527, -0.651, 2.134)
N (1.492, -1.266, 2.325)
N (0.375, 0.339, -1.602)
N (-0.610, -0.237, -2.227)
N (-0.529, 0.034, 2.091)
O (-0.479, 1.022, 1.013)
H (0.708, 0.878, -2.297)
H (-0.237, 0.595, 0.095)
H (-1.247, -0.713, -1.531)

***

Entry 2:
Here is the ion CH3N4Si with charge -1 from the Open Molecules 2025 dataset. Energies are from the ωB97M-V functional and the def2-TZVPD basis.

The HOMO energy (alpha / beta) is 0.3 / -4.8 eV. Its total energy is -14916.763 eV. As for the spin multiplicity: 3. As for the total charge: -1. Its expectation value of S² is 2.0240. The frontier orbital gap (alpha / beta) is 3.70 / 5.01 eV. For the energy above the lowest of the compared OMol25 structures with the same formula, charge and spin, the calculation gives 3.167 eV. The LUMO energy (alpha / beta) is 3.96 / 0.20 eV.

Cartesian coordinates (Å):
C (-1.764, -1.412, -0.276)
N (-4.964, 0.778, 0.543)
N (-1.992, -2.514, -0.484)
N (-2.620, 0.896, 0.174)
N (-3.805, 0.917, 0.376)
Si (-0.884, 0.254, -0.107)
H (0.049, -0.207, -1.365)
H (0.319, -0.085, 0.882)
H (-0.528, 1.711, -0.561)

***

Entry 3:
Here is the molecule CH3N5 from the Open Molecules 2025 dataset. Energies are from the ωB97M-V functional and the def2-TZVPD basis.

The HOMO energy is -9.9 eV. Its total energy is -8534.380 eV. As for the spin multiplicity: 1. As for the total charge: 0. Its SMILES is Nc1nnn[nH]1. The frontier orbital gap is 10.39 eV. For the energy above the lowest of the compared OMol25 structures with the same formula, charge and spin, the calculation gives 0.715 eV. The LUMO energy is 0.48 eV.

Cartesian coordinates (Å):
N (-1.484, -0.098, -0.133)
C (-0.125, -0.257, -0.160)
N (0.748, -1.250, -0.068)
N (1.973, -0.748, -0.009)
N (1.870, 0.563, -0.063)
N (0.573, 0.867, -0.073)
H (-1.905, 0.149, 0.866)
H (-1.932, -1.040, -0.201)
H (0.283, 1.814, -0.158)

***

Entry 4:
Here is the molecule CH3N5 from the Open Molecules 2025 dataset. Energies are from the ωB97M-V functional and the def2-TZVPD basis.

The HOMO energy is -8.5 eV. Its total energy is -8531.220 eV. As for the spin multiplicity: 1. As for the total charge: 0. Its SMILES is [H]/N=c1/nn[nH][nH]1. The frontier orbital gap is 8.57 eV. For the energy above the lowest of the compared OMol25 structures with the same formula, charge and spin, the calculation gives 3.875 eV. The LUMO energy is 0.10 eV.

Cartesian coordinates (Å):
H (2.294, 0.547, -0.121)
N (2.027, -0.380, -0.135)
C (0.801, -0.387, 0.245)
N (0.004, -1.536, 0.171)
N (-1.208, -1.089, -0.097)
N (-1.342, 0.100, -0.042)
N (-0.228, 0.592, 0.247)
H (-2.353, 0.480, -0.073)
H (0.006, 1.672, -0.196)

***

Entry 5:
Here is the molecule CH3N5S from the Open Molecules 2025 dataset. Energies are from the ωB97M-V functional and the def2-TZVPD basis.

The HOMO energy is -9.2 eV. Its total energy is -19368.474 eV. As for the spin multiplicity: 1. As for the total charge: 0. Its SMILES is [H]/N=c1\nn[nH]n1S. The frontier orbital gap is 9.37 eV. For the energy above the lowest of the compared OMol25 structures with the same formula, charge and spin, the calculation gives 0.687 eV. The LUMO energy is 0.19 eV.

Cartesian coordinates (Å):
H (-1.195, 2.551, -0.131)
N (-0.355, 2.044, 0.063)
C (-0.625, 0.813, 0.071)
N (-1.875, 0.159, -0.132)
N (-1.694, -1.084, -0.108)
N (-0.392, -1.396, 0.009)
N (0.300, -0.220, 0.319)
S (1.927, -0.111, -0.189)
H (-0.204, -2.171, 0.619)
H (2.444, -0.002, 1.043)

***

Entry 6:
Here is the molecule CH3N5S2 from the Open Molecules 2025 dataset. Energies are from the ωB97M-V functional and the def2-TZVPD basis.

The HOMO energy is -8.4 eV. Its total energy is -30203.778 eV. As for the spin multiplicity: 1. As for the total charge: 0. Its SMILES is S/N=c1/[nH]nnn1S. The frontier orbital gap is 8.89 eV. For the energy above the lowest of the compared OMol25 structures with the same formula, charge and spin, the calculation gives 0.116 eV. The LUMO energy is 0.47 eV.

Cartesian coordinates (Å):
S (0.917, 2.414, -0.256)
N (-0.497, 1.470, -0.499)
C (-0.527, 0.233, -0.167)
N (-1.697, -0.492, -0.188)
N (-1.527, -1.777, 0.209)
N (-0.321, -1.945, 0.480)
N (0.355, -0.760, 0.267)
S (2.054, -0.781, 0.332)
H (1.673, 1.993, -1.268)
H (-2.611, -0.130, -0.426)
H (2.181, -0.224, 1.516)

***

Entry 7:
Here is the molecule CH3N5Se from the Open Molecules 2025 dataset. Energies are from the ωB97M-V functional and the def2-TZVPD basis.

The HOMO energy is -9.3 eV. Its total energy is -73878.455 eV. As for the spin multiplicity: 1. As for the total charge: 0. Its SMILES is Nn1nnnc1[SeH]. The frontier orbital gap is 9.72 eV. For the energy above the lowest of the compared OMol25 structures with the same formula, charge and spin, the calculation gives 0.709 eV. The LUMO energy is 0.46 eV.

Cartesian coordinates (Å):
N (-1.495, -0.802, -0.642)
N (-0.544, -0.308, 0.234)
N (-0.583, -0.320, 1.574)
N (0.521, 0.097, 2.072)
N (1.467, 0.425, 1.149)
C (0.980, 0.255, -0.017)
Se (1.391, 0.628, -1.809)
H (-2.211, -0.003, -0.843)
H (-1.942, -1.597, -0.122)
H (2.415, 1.626, -1.596)

***

Entry 8:
Here is the molecule CH3NO from the Open Molecules 2025 dataset. Energies are from the ωB97M-V functional and the def2-TZVPD basis.

The HOMO energy is -9.8 eV. Its total energy is -4619.260 eV. As for the spin multiplicity: 1. As for the total charge: 0. Its SMILES is C=NO. The frontier orbital gap is 10.04 eV. For the energy above the lowest of the compared OMol25 structures with the same formula, charge and spin, the calculation gives 4.161 eV. The LUMO energy is 0.21 eV.

Cartesian coordinates (Å):
C (0.304, -0.582, -0.071)
N (0.262, 0.488, -0.780)
O (-0.064, 1.402, 0.237)
H (0.977, -1.356, -0.404)
H (-0.522, -0.962, 0.538)
H (-0.957, 1.011, 0.479)

***

Entry 9:
Here is the molecule CH3NO2 from the Open Molecules 2025 dataset. Energies are from the ωB97M-V functional and the def2-TZVPD basis.

The HOMO energy (alpha / beta) is -7.4 / -8.1 eV. Its total energy is -6665.790 eV. As for the spin multiplicity: 1. As for the total charge: 0. The frontier orbital gap (alpha / beta) is 7.74 / 8.63 eV. For the energy above the lowest of the compared OMol25 structures with the same formula, charge and spin, the calculation gives 5.874 eV. The LUMO energy (alpha / beta) is 0.38 / 0.50 eV.

Cartesian coordinates (Å):
C (-0.218, -0.444, 0.381)
N (0.121, 1.090, -1.395)
O (0.485, 0.238, -0.462)
O (0.413, -1.045, 1.341)
H (-1.321, -0.241, 0.393)
H (-0.858, 1.127, -1.460)
H (1.378, -0.726, 1.201)

***

Entry 10:
Here is the molecule CH3NO2 from the Open Molecules 2025 dataset. Energies are from the ωB97M-V functional and the def2-TZVPD basis.

The HOMO energy (alpha / beta) is -10.0 / -10.0 eV. Its total energy is -6662.886 eV. As for the spin multiplicity: 1. As for the total charge: 0. The frontier orbital gap (alpha / beta) is 8.30 / 8.30 eV. For the energy above the lowest of the compared OMol25 structures with the same formula, charge and spin, the calculation gives 8.778 eV. The LUMO energy (alpha / beta) is -1.67 / -1.67 eV.

Cartesian coordinates (Å):
C (0.819, 0.019, -0.023)
N (-0.436, 0.525, -0.103)
O (-2.857, 0.036, -0.014)
O (-1.290, -0.381, -0.025)
H (1.444, 0.341, 0.917)
H (1.006, -0.972, 0.098)
H (1.314, 0.432, -0.850)

***

Entry 11:
Here is the molecule CH3NO2 from the Open Molecules 2025 dataset. Energies are from the ωB97M-V functional and the def2-TZVPD basis.

The HOMO energy (alpha / beta) is -9.9 / -9.9 eV. Its total energy is -6663.197 eV. As for the spin multiplicity: 1. As for the total charge: 0. The frontier orbital gap (alpha / beta) is 8.39 / 8.40 eV. For the energy above the lowest of the compared OMol25 structures with the same formula, charge and spin, the calculation gives 8.467 eV. The LUMO energy (alpha / beta) is -1.48 / -1.48 eV.

Cartesian coordinates (Å):
C (0.922, 0.001, 0.050)
N (-0.432, -0.418, -0.104)
O (-2.809, -0.009, 0.043)
O (-1.334, 0.463, 0.010)
H (1.264, -0.231, -1.023)
H (1.416, -0.889, 0.715)
H (0.974, 1.083, 0.309)

***

Entry 12:
Here is a cluster of 2 separate species, CH3NO2P in total from the Open Molecules 2025 dataset. Energies are from the ωB97M-V functional and the def2-TZVPD basis.

The HOMO energy is -2.8 eV. Its total energy is -15959.394 eV. As for the spin multiplicity: 1. As for the total charge: -1. The frontier orbital gap is 7.36 eV. For the energy above the lowest of the compared OMol25 structures with the same formula, charge and spin, the calculation gives 1.509 eV. The LUMO energy is 4.55 eV.

Cartesian coordinates (Å):
C (0.042, -0.049, 0.864)
N (0.611, -0.469, 1.874)
O (-0.005, 1.817, -1.066)
O (0.199, -0.620, -1.766)
P (0.814, 0.611, -0.716)
H (-1.518, -0.041, 0.917)
H (0.008, -0.851, 2.539)
H (-0.151, -0.397, -2.647)

***

Entry 13:
Here is a cluster of 2 separate species, CH3NO2P in total from the Open Molecules 2025 dataset. Energies are from the ωB97M-V functional and the def2-TZVPD basis.

The HOMO energy is -3.4 eV. Its total energy is -15960.884 eV. As for the spin multiplicity: 1. As for the total charge: -1. The frontier orbital gap is 7.42 eV. For the energy above the lowest of the compared OMol25 structures with the same formula, charge and spin, the calculation gives 0.018 eV. The LUMO energy is 3.97 eV.

Cartesian coordinates (Å):
C (-0.230, 1.578, -0.829)
N (-0.124, 0.485, -1.272)
O (-0.329, 2.732, -0.636)
O (0.548, -1.810, -0.234)
P (0.112, -1.528, 1.210)
H (0.144, -0.478, -0.896)
H (-1.000, -0.615, 1.077)
H (0.879, -0.364, 1.580)

***

Entry 14:
Here is the molecule CH3NO2S from the Open Molecules 2025 dataset. Energies are from the ωB97M-V functional and the def2-TZVPD basis.

The HOMO energy is -9.3 eV. Its total energy is -17503.591 eV. As for the spin multiplicity: 1. As for the total charge: 0. Its SMILES is NC=S(=O)=O. The frontier orbital gap is 9.79 eV. For the energy above the lowest of the compared OMol25 structures with the same formula, charge and spin, the calculation gives 1.879 eV. The LUMO energy is 0.51 eV.

Cartesian coordinates (Å):
N (-0.686, 0.780, 0.293)
C (-0.367, -0.065, -0.652)
S (1.346, -0.580, -0.497)
O (0.435, -1.671, 0.121)
O (1.875, 0.281, 0.513)
H (-1.589, 0.795, 0.636)
H (0.186, 0.813, 0.893)
H (-1.200, -0.352, -1.306)

***

Entry 15:
Here is a cluster of 2 separate species, CH3NO2S in total from the Open Molecules 2025 dataset. Energies are from the ωB97M-V functional and the def2-TZVPD basis.

The HOMO energy (alpha / beta) is -9.7 / -9.7 eV. Its total energy is -17498.784 eV. As for the spin multiplicity: 1. As for the total charge: 0. The frontier orbital gap (alpha / beta) is 5.72 / 5.72 eV. For the energy above the lowest of the compared OMol25 structures with the same formula, charge and spin, the calculation gives 6.686 eV. The LUMO energy (alpha / beta) is -3.96 / -3.97 eV.

Cartesian coordinates (Å):
C (-1.108, -0.502, 0.113)
N (-2.189, 0.342, -0.039)
O (-2.648, 0.772, 0.993)
O (-2.620, 0.595, -1.155)
S (0.789, 2.001, 0.048)
H (-0.759, -0.725, 1.167)
H (-0.711, -0.930, -0.786)
H (-0.427, 2.093, -0.368)

***

Entry 16:
Here is the molecule CH3NO2S from the Open Molecules 2025 dataset. Energies are from the ωB97M-V functional and the def2-TZVPD basis.

The HOMO energy is -8.9 eV. Its total energy is -17502.571 eV. As for the spin multiplicity: 1. As for the total charge: 0. Its SMILES is O=NSCO. The frontier orbital gap is 8.96 eV. For the energy above the lowest of the compared OMol25 structures with the same formula, charge and spin, the calculation gives 2.899 eV. The LUMO energy is 0.01 eV.

Cartesian coordinates (Å):
O (-0.622, -2.855, 2.097)
N (-0.261, -1.936, 1.407)
S (-0.927, -1.778, -0.083)
C (0.031, -0.266, -0.457)
O (0.759, 0.087, 0.667)
H (0.803, -0.491, -1.272)
H (-0.730, 0.489, -0.712)
H (0.055, 0.333, 1.293)

***

Entry 17:
Here is a cluster of 2 separate species, CH3NO2S2 in total from the Open Molecules 2025 dataset. Energies are from the ωB97M-V functional and the def2-TZVPD basis.

The HOMO energy (alpha / beta) is -7.9 / -10.7 eV. Its total energy is -28335.757 eV. As for the spin multiplicity: 3. As for the total charge: 0. Its expectation value of S² is 2.0064. The frontier orbital gap (alpha / beta) is 8.37 / 7.34 eV. For the energy above the lowest of the compared OMol25 structures with the same formula, charge and spin, the calculation gives 1.624 eV. The LUMO energy (alpha / beta) is 0.43 / -3.34 eV.

Cartesian coordinates (Å):
C (0.842, -1.257, 0.768)
N (-0.490, 0.222, -0.888)
O (-1.927, -0.485, 0.847)
O (-0.827, -2.305, -0.498)
S (2.154, -0.872, -0.120)
S (-0.800, -0.975, 0.112)
H (1.062, -2.474, 1.569)
H (0.385, 0.363, -1.227)
H (-1.013, 1.068, -0.683)

***

Entry 18:
Here is the molecule CH3NO2S2 from the Open Molecules 2025 dataset. Energies are from the ωB97M-V functional and the def2-TZVPD basis.

The HOMO energy (alpha / beta) is -8.5 / -9.3 eV. Its total energy is -28336.512 eV. As for the spin multiplicity: 3. As for the total charge: 0. Its expectation value of S² is 2.0073. The frontier orbital gap (alpha / beta) is 9.30 / 6.71 eV. For the energy above the lowest of the compared OMol25 structures with the same formula, charge and spin, the calculation gives 0.869 eV. The LUMO energy (alpha / beta) is 0.83 / -2.59 eV.

Cartesian coordinates (Å):
C (-1.103, 0.475, 0.335)
N (-0.148, 0.405, -0.773)
O (2.103, -1.828, -0.351)
O (1.197, 0.570, -0.466)
S (-0.800, -0.601, 1.813)
S (2.103, -0.578, 0.423)
H (-1.182, 1.619, 0.595)
H (-1.987, 0.305, -0.148)
H (-0.183, -0.367, -1.427)

***

Entry 19:
Here is a cluster of 2 separate species, CH3NO3 in total from the Open Molecules 2025 dataset. Energies are from the ωB97M-V functional and the def2-TZVPD basis.

The HOMO energy is -10.3 eV. Its total energy is -8714.405 eV. As for the spin multiplicity: 1. As for the total charge: 0. Its SMILES is O=NO.C=O. The frontier orbital gap is 10.59 eV. For the energy above the lowest of the compared OMol25 structures with the same formula, charge and spin, the calculation gives 2.562 eV. The LUMO energy is 0.29 eV.

Cartesian coordinates (Å):
O (1.156, -1.967, -1.878)
N (1.205, -1.236, -0.917)
O (1.657, 0.068, -1.274)
H (1.407, 0.677, -0.543)
C (-1.406, 0.594, 1.174)
O (-0.260, 0.734, 0.816)
H (-1.833, 1.386, 1.753)
H (-1.925, -0.257, 0.870)

***

Entry 20:
Here is the molecule CH3NO3 from the Open Molecules 2025 dataset. Energies are from the ωB97M-V functional and the def2-TZVPD basis.

The HOMO energy is -10.0 eV. Its total energy is -8714.494 eV. As for the spin multiplicity: 1. As for the total charge: 0. Its SMILES is O=CN(O)O. The frontier orbital gap is 10.64 eV. For the energy above the lowest of the compared OMol25 structures with the same formula, charge and spin, the calculation gives 2.472 eV. The LUMO energy is 0.60 eV.

Cartesian coordinates (Å):
O (-2.017, 0.123, -0.110)
C (-0.944, 0.645, 0.009)
N (0.234, -0.023, 0.112)
O (0.354, -1.436, -0.075)
O (1.507, 0.560, -0.080)
H (-0.783, 1.654, 0.184)
H (-0.207, -1.778, -0.767)
H (1.857, 0.255, 0.727)